# 1
ORCA calculation (the ωB97M-V functional and the def2-TZVPD basis) on a cluster of 2 separate species, C3H9N2O2P in total in a non-equilibrium geometry.

Cartesian coordinates (Å):
C (1.810, -1.273, -1.416)
C (1.525, -1.002, -0.134)
C (1.967, 0.342, 0.363)
N (-1.995, -0.069, -1.130)
N (1.425, 0.715, 1.442)
O (-2.895, 1.618, 0.331)
O (-1.498, -0.214, 1.374)
P (-1.334, 0.893, 0.140)
H (1.363, -2.220, -1.720)
H (2.336, -0.685, -2.169)
H (1.153, -1.667, 0.624)
H (2.633, 0.933, -0.337)
H (-2.404, -0.851, -0.529)
H (-1.336, -0.448, -1.833)
H (-1.118, 0.216, 2.170)
H (1.482, 1.667, 1.740)
H (-3.115, 2.047, 1.086)

Output
LUMO: 0.58 eV
orbital gap: 9.5851 eV
SMILES string: [H]/N=C/C=C.NP(O)O
energy above the lowest of the compared OMol25 structures with the same formula, charge and spin: 70.4 kcal per mole
E_tot: -721.03395 Ha

Löwdin population analysis, charges in e, atoms 1 to 4:
1. C 0.004
2. C -0.186
3. C -0.292
4. N -0.181

# 2
ORCA calculation (the ωB97M-V functional and the def2-TZVPD basis) on an isolated molecule of C4H12N2S in a non-equilibrium geometry.

Cartesian coordinates (Å):
C (-0.977, -1.234, -0.803)
N (-0.886, -0.224, 0.265)
C (-1.066, 1.177, -0.283)
C (-0.118, 2.091, 0.502)
S (1.621, 1.915, 0.216)
C (-0.797, -2.619, -0.232)
N (0.567, -2.958, 0.212)
H (-2.048, -1.333, -1.097)
H (-0.286, -0.999, -1.610)
H (1.804, 0.612, -0.105)
H (-2.112, 1.516, -0.122)
H (-0.936, 1.164, -1.361)
H (-0.284, 3.105, 0.149)
H (-0.327, 1.916, 1.564)
H (-1.025, -3.363, -0.993)
H (-1.390, -2.808, 0.660)
H (1.265, -3.236, -0.470)
H (-1.779, -0.275, 0.744)
H (1.056, -2.206, 0.692)

Output
LUMO: 0.95 eV
orbital gap: 9.7898 eV
SMILES string: NCCNCCS
energy above the lowest of the compared OMol25 structures with the same formula, charge and spin: 22.8 kcal per mole
E_tot: -667.25848 Ha

Löwdin population analysis, charges in e, atoms 1 to 4:
1. C -0.255
2. N -0.078
3. C -0.281
4. C -0.605

# 3
ORCA calculation (the ωB97M-V functional and the def2-TZVPD basis) on a cluster of 2 separate species, C5H11O2 in total in a non-equilibrium geometry.

Cartesian coordinates (Å):
C (-0.564, -0.808, 2.410)
C (-0.543, -2.109, 1.613)
H (-1.449, -0.710, 3.041)
H (0.283, -0.771, 3.093)
H (-0.575, 0.034, 1.720)
H (0.396, -2.655, 1.707)
H (-0.714, -1.965, 0.539)
H (-1.351, -2.800, 1.831)
C (0.136, 1.232, -1.034)
C (1.056, 0.142, -1.569)
C (0.023, 2.461, -2.092)
O (0.146, 2.146, -3.291)
O (-0.230, 3.555, -1.569)
H (-0.898, 0.932, -0.872)
H (0.543, 1.689, -0.130)
H (2.102, 0.431, -1.608)
H (0.784, 0.048, -2.627)
H (0.855, -0.853, -1.159)

Output
LUMO: 3.48 eV
orbital gap: 7.2189 eV
net charge: -1
energy above the lowest of the compared OMol25 structures with the same formula, charge and spin: 10.6 kcal per mole
E_tot: -347.63282 Ha

Löwdin population analysis, charges in e, atoms 1 to 4:
1. C -0.157
2. C -0.177
3. H 0.055
4. H 0.057

# 4
ORCA calculation (the ωB97M-V functional and the def2-TZVPD basis) on a structure of composition H14NaO7.

Cartesian coordinates (Å):
Na (-1.912, 13.921, -15.281)
O (-1.702, 12.566, -11.967)
H (-2.498, 12.697, -12.499)
H (-1.978, 12.069, -11.190)
O (-3.410, 15.879, -15.706)
H (-3.980, 15.716, -16.468)
H (-3.488, 16.824, -15.529)
O (-3.893, 13.088, -13.970)
H (-4.191, 12.253, -14.348)
H (-4.700, 13.562, -13.729)
O (-3.202, 13.258, -17.615)
H (-2.948, 12.356, -17.359)
H (-4.069, 13.178, -18.029)
O (-2.052, 11.316, -15.863)
H (-2.599, 10.599, -15.518)
H (-1.198, 10.893, -16.026)
O (-0.484, 15.973, -14.664)
H (-0.793, 16.429, -15.457)
H (-0.285, 16.678, -14.037)
O (0.442, 13.149, -15.157)
H (0.954, 13.267, -14.349)
H (1.074, 12.839, -15.815)

Output
LUMO: -3.15 eV
orbital gap: 10.9075 eV
net charge: +1
energy above the lowest of the compared OMol25 structures with the same formula, charge and spin: 7.0 kcal per mole
E_tot: -697.25250 Ha

Löwdin population analysis, charges in e, atoms 1 to 4:
1. Na 0.480
2. O -0.058
3. H -0.015
4. H 0.043

# 5
ORCA calculation (the ωB97M-V functional and the def2-TZVPD basis) on a structure of composition C13H40AgBN3O4 in a non-equilibrium geometry.

Cartesian coordinates (Å):
Ag (-0.471, -1.992, -0.734)
B (-3.498, -4.281, -0.795)
H (-2.899, -3.950, -1.629)
H (-2.818, -4.523, 0.007)
H (-4.123, -3.468, -0.458)
H (-4.037, -5.176, -1.067)
C (2.869, -6.313, -1.474)
O (1.591, -5.789, -1.629)
H (3.505, -5.649, -0.889)
H (2.856, -7.238, -0.897)
H (3.365, -6.441, -2.436)
C (2.721, 1.162, -3.887)
C (1.603, 1.405, -4.859)
C (2.104, 1.579, -6.266)
O (1.100, 1.528, -7.243)
C (1.478, 1.983, -8.605)
N (0.643, 0.273, -4.735)
H (2.959, 0.102, -3.801)
H (2.367, 1.609, -2.958)
H (3.656, 1.629, -4.197)
H (1.023, 2.272, -4.544)
H (2.887, 0.885, -6.573)
H (2.594, 2.544, -6.401)
H (2.401, 1.504, -8.930)
H (1.540, 3.070, -8.655)
H (0.711, 1.690, -9.323)
H (-0.090, 0.579, -5.359)
H (0.994, -0.502, -5.280)
C (1.664, -3.014, 4.285)
C (0.622, -1.825, 4.200)
C (0.439, -1.000, 5.458)
O (-0.072, -1.798, 6.542)
C (-1.438, -2.293, 6.365)
N (1.160, -0.943, 3.154)
H (2.635, -2.595, 4.551)
H (1.841, -3.780, 3.530)
H (1.497, -3.594, 5.193)
H (-0.337, -2.143, 3.790)
H (-0.066, -0.055, 5.257)
H (1.393, -0.628, 5.833)
H (-2.125, -1.815, 7.063)
H (-1.257, -3.366, 6.429)
H (-1.959, -2.223, 5.410)
H (2.139, -0.734, 3.283)
H (0.639, -0.102, 2.950)
C (-3.659, 3.679, 2.357)
C (-2.804, 3.197, 1.166)
C (-1.553, 4.006, 0.931)
O (-0.816, 3.765, 2.142)
C (0.031, 4.955, 2.456)
N (-2.527, 1.762, 1.258)
H (-4.515, 3.004, 2.363)
H (-3.974, 4.702, 2.152)
H (-3.127, 3.603, 3.305)
H (-3.441, 3.422, 0.311)
H (-1.757, 5.058, 0.732)
H (-0.869, 3.586, 0.194)
H (0.674, 4.944, 3.336)
H (-0.554, 5.869, 2.553)
H (0.748, 4.903, 1.636)
H (-2.234, 1.653, 2.218)
H (-3.429, 1.310, 1.213)

Output
LUMO: 0.57 eV
orbital gap: 3.3350 eV
net charge: -1
energy above the lowest of the compared OMol25 structures with the same formula, charge and spin: 125.8 kcal per mole
E_tot: -1155.95967 Ha

Löwdin population analysis, charges in e, atoms 1 to 4:
1. Ag 0.693
2. B -0.465
3. H -0.131
4. H -0.123

# 6
ORCA calculation (the ωB97M-V functional and the def2-TZVPD basis) on a structure of composition C17H49LiN2O9 in a non-equilibrium geometry.

Cartesian coordinates (Å):
Li (-1.590, -2.391, 2.445)
C (0.226, -0.229, 0.846)
O (-1.030, -0.600, 0.187)
H (0.673, -1.210, 0.842)
H (-0.062, 0.288, 1.852)
H (0.825, 0.407, 0.151)
C (-0.995, -3.786, -1.467)
O (-1.890, -2.681, -1.238)
H (-0.310, -3.682, -0.568)
H (-0.579, -3.701, -2.415)
H (-1.500, -4.750, -1.264)
H (-1.300, -2.008, -0.787)
C (-3.976, -1.454, 0.360)
O (-2.563, -1.273, 0.840)
H (-3.812, -2.215, -0.566)
H (-4.308, -0.577, -0.250)
H (-4.654, -1.700, 1.095)
H (-2.104, -0.898, -0.242)
C (0.248, -0.831, -3.228)
O (1.092, -1.104, -2.045)
H (-0.483, -0.289, -2.914)
H (-0.184, -1.860, -3.575)
H (0.930, -0.491, -4.104)
H (0.910, -0.899, -1.229)
C (-2.426, 2.757, 0.060)
O (-1.770, 1.909, -0.931)
H (-2.948, 3.407, -0.566)
H (-1.675, 3.408, 0.625)
H (-2.831, 2.182, 1.013)
H (-1.601, 1.021, -0.549)
C (1.590, 1.664, -6.201)
O (1.976, 1.551, -4.861)
C (1.386, 2.464, -3.931)
C (2.187, 2.319, -2.585)
N (1.443, 3.044, -1.511)
C (2.256, 2.996, -0.303)
C (1.441, 3.513, 0.882)
O (2.292, 3.931, 1.901)
C (2.833, 5.321, 1.814)
H (2.368, 1.051, -6.900)
H (1.862, 2.565, -6.677)
H (0.650, 1.355, -6.230)
H (0.434, 2.144, -3.618)
H (1.839, 3.304, -4.122)
H (3.003, 2.632, -2.757)
H (2.179, 1.342, -2.305)
H (0.693, 2.350, -1.245)
H (3.037, 3.607, -0.426)
H (2.461, 2.002, -0.058)
H (1.070, 2.710, 1.477)
H (0.685, 4.234, 0.676)
H (3.385, 5.743, 1.044)
H (3.668, 5.509, 2.345)
H (2.027, 5.980, 2.152)
C (-1.537, -4.746, 0.523)
O (-0.911, -3.757, 1.322)
C (0.494, -3.972, 1.350)
C (1.062, -2.830, 2.249)
N (0.204, -2.690, 3.474)
C (0.526, -1.464, 4.294)
C (0.160, -0.235, 3.565)
O (-1.312, -0.170, 3.498)
C (-1.902, 0.974, 2.940)
H (-2.300, -4.479, -0.023)
H (-2.034, -5.562, 1.166)
H (-0.820, -5.075, -0.093)
H (0.981, -3.771, 0.387)
H (0.615, -5.033, 1.647)
H (1.264, -1.901, 1.661)
H (2.000, -3.334, 2.658)
H (0.303, -3.602, 4.031)
H (1.504, -1.531, 4.401)
H (-0.240, -1.522, 5.134)
H (0.684, 0.239, 2.625)
H (0.255, 0.625, 4.077)
H (-3.014, 0.777, 2.666)
H (-1.440, 0.964, 1.931)
H (-1.644, 1.980, 3.603)

Output
LUMO: -0.13 eV
orbital gap: 6.8685 eV
energy above the lowest of the compared OMol25 structures with the same formula, charge and spin: 103.3 kcal per mole
E_tot: -1470.45546 Ha

Löwdin population analysis, charges in e, atoms 1 to 4:
1. Li 0.695
2. C -0.138
3. O -0.408
4. H 0.043